C4H8O2 | ωB97M-V with the def2-TZVPD basis set

The geometry in XYZ format:
```
14
Properties=species:S:1:pos:R:3:forces:R:3
C 0.360707 -0.752981 -0.849886 0.33 -0.33 -0.02
H 2.493874 -0.867286 -0.918140 -0.08 0.14 -0.15
C 1.714312 -0.117689 -1.097250 0.03 0.03 -0.03
H 1.871888 0.706962 -0.391915 -0.02 -0.16 -0.14
H -1.839130 1.744374 1.419079 0.04 0.01 0.08
H 0.064591 -1.465281 -1.623637 0.10 0.09 -0.02
C -1.424656 -0.046128 0.367332 -0.30 -0.25 0.23
O -2.170302 -0.988333 0.395274 0.34 0.51 -0.03
H -0.135595 1.274417 1.459926 -0.21 -0.07 0.02
O -0.650592 0.257113 -0.721888 -0.10 0.02 0.09
H 0.394802 -1.302902 0.095461 0.10 -0.12 -0.10
C -1.159668 0.894045 1.513118 -0.07 0.09 0.08
H -1.336362 0.394875 2.468022 -0.10 0.09 -0.18
H 1.816130 0.268814 -2.115496 -0.04 -0.04 0.16
```
Forces are in eV/Å.

Output
SMILES	CCOC(C)=O
gap between HOMO and LUMO	11.39	eV
E_LUMO	0.933	eV
ΔE to the lowest compared entry with this formula, charge and spin	20.2	kcal per mole

---

C4H31NO10S2 | ωB97M-V with the def2-TZVPD basis set

The geometry in XYZ format:
```
48
Properties=species:S:1:pos:R:3:forces:R:3
H -0.259752 -2.492300 2.103583 0.17 -0.15 -0.05
H 0.233670 3.809225 1.154441 -0.77 -0.21 0.89
O 0.895721 0.709867 -4.536561 0.29 0.55 -1.12
N 1.703884 -0.008038 2.197139 -0.91 -0.50 -0.44
C 0.035080 0.129408 0.387117 1.42 0.62 0.43
O 3.340594 1.188314 -0.068277 0.09 1.06 0.39
H -1.505346 -2.741744 1.311369 -0.03 0.04 -0.11
H 3.062336 0.489771 0.536177 -0.21 -0.22 -0.32
H -2.012785 -1.346528 -2.610725 -0.73 -0.09 -0.65
H 1.623608 0.258789 -4.108197 0.04 0.23 0.34
H -0.335678 -0.659274 2.365050 0.04 0.44 -0.05
H 0.122597 -1.799999 -2.394000 -0.39 0.51 -0.18
H 0.477692 -1.360024 -3.793259 -0.30 0.31 -0.20
H 1.519313 3.416978 1.498521 0.28 -0.47 1.04
O 3.600859 -1.287324 -1.572645 -0.59 -0.54 0.62
H 3.244548 -1.701865 -0.754133 1.03 0.79 -0.37
H 2.991658 -1.804681 -2.112130 0.24 0.23 -0.71
O -0.043231 -1.073728 -3.033621 0.68 -1.08 0.79
H 3.282765 0.903415 -0.981713 0.03 -0.67 0.12
H -0.021892 1.103596 2.344199 -0.69 -0.13 -0.21
H -1.061393 -3.542973 -0.779987 -0.40 -0.12 -0.25
C 0.235115 0.146702 1.896560 1.48 -0.02 -0.26
O -0.851808 -3.288892 -1.686571 0.16 -0.27 -0.10
H 0.623209 0.899249 -0.125320 -0.08 0.34 0.54
H 0.545229 -0.760758 -0.063029 -1.41 0.20 0.29
S -1.683083 0.389801 -0.057693 0.78 -1.46 -3.30
O -0.417728 -0.917692 4.653801 -0.62 -0.51 0.01
H -1.629277 3.180088 -0.622425 0.94 -0.54 0.15
O 1.767459 -2.857580 -0.752410 -0.59 -0.46 0.40
O -0.577690 -3.006838 1.351127 -0.24 0.00 0.13
H -2.738092 4.357000 -0.658237 -0.20 -0.12 0.97
H 0.273643 0.961009 -3.853820 0.05 -0.20 0.32
H 1.816903 -0.750687 2.879533 0.18 0.40 0.16
H -2.483478 -1.286333 -4.047853 0.00 0.03 -0.04
H 1.975538 0.875973 2.599594 0.45 -0.14 0.31
H 1.518021 -2.473160 0.097790 -0.08 -0.15 0.01
H -2.145752 3.457147 2.157237 -0.86 0.02 0.11
H -0.426104 -1.802433 5.043182 0.16 0.16 0.12
O 0.656155 3.439697 1.959505 0.62 0.57 -1.98
H -1.381556 4.672730 0.327353 0.60 0.24 0.38
H -3.783825 3.459696 1.202597 0.12 -0.12 0.91
C -2.730459 3.183280 1.271251 1.39 0.93 -1.54
C -2.054418 3.876961 0.081734 -1.24 0.18 -1.68
H -1.527650 -3.583323 -2.322719 0.08 0.16 0.63
H 1.001431 -3.405347 -0.978718 0.16 0.01 -0.11
S -2.731208 1.376044 1.196181 -1.97 -0.02 2.97
H -1.361855 -0.761353 4.479310 0.42 0.20 0.06
O -2.782967 -1.571866 -3.180306 0.40 -0.04 0.59
```
Forces are in eV/Å.

Output
SMILES	CCSSCCN.O.O.O.O.O.O.O.O.O.O
gap between HOMO and LUMO	8.46	eV
E_LUMO	-0.191	eV
ΔE to the lowest compared entry with this formula, charge and spin	19.1	kcal per mole

---

C34H27Cl3N2O2SY | ωB97M-V with the def2-TZVPD basis set

The geometry in XYZ format:
```
70
Properties=species:S:1:pos:R:3:forces:R:3
C 5.020082 0.481560 2.361697 -0.02 0.02 0.00
H 0.154243 -5.559805 2.673654 0.00 0.05 -0.01
C 2.946189 1.173710 -1.676265 0.29 0.30 -0.12
C 0.272023 -3.127791 -0.250813 0.04 -0.15 -0.18
C 2.524325 0.839678 -0.450433 1.11 0.51 0.08
C 0.240769 -2.495375 1.041946 -0.04 0.03 0.56
H -7.408714 -1.375166 -1.573155 0.04 0.04 0.00
C -2.839118 -2.926244 1.413162 -0.04 -0.08 -0.02
S -2.753895 -0.672523 -0.097106 0.04 -0.03 0.05
H 1.986654 2.661395 1.454420 -0.06 0.05 -0.01
C -5.512553 1.372026 -2.180768 0.00 -0.05 0.01
H 7.243187 3.813344 -3.600882 -0.05 -0.03 0.03
H 5.677948 2.610553 -5.108954 -0.01 -0.01 0.04
C -4.349646 0.999077 -1.516389 -0.08 0.03 -0.04
H 3.725577 1.430509 -4.172237 0.04 0.03 0.04
C 0.225409 -5.386016 0.525358 0.00 0.02 0.19
C 4.160085 1.914495 -2.133690 -0.03 -0.19 0.02
C 2.833589 2.032003 1.710762 0.14 0.02 0.12
H 0.232707 -6.451285 0.338441 0.00 0.03 0.03
C -6.552417 -0.710493 -1.557988 0.02 0.04 -0.01
O -0.104334 3.368283 -3.236292 -0.01 -0.21 0.06
Cl 0.075625 -2.979154 3.732212 0.03 0.03 -0.06
C 5.511757 2.609832 -4.037296 -0.02 0.02 0.08
C -4.565406 -1.841175 3.315229 0.02 -0.03 0.00
H -2.776469 -4.658926 2.671346 -0.03 0.06 -0.02
H -0.078474 4.655912 -1.081341 -0.01 0.16 0.00
H -3.479718 1.648524 -1.495191 -0.09 -0.07 0.00
C -3.201476 -3.672084 2.531096 -0.03 0.02 0.01
Y 0.292116 0.320549 -0.108520 -0.77 1.23 -0.61
C -6.611372 0.522002 -2.200384 0.05 0.00 0.02
H -5.228104 -1.419257 4.060782 0.01 -0.02 -0.01
O -0.348991 1.556900 -1.908929 -0.03 0.43 -0.44
H -2.133134 -3.324862 0.688928 -0.17 0.04 0.07
H -4.326076 -3.707475 4.353914 0.00 0.03 -0.04
C -4.060410 -3.131660 3.474778 0.01 0.03 -0.03
H 4.727012 -0.460523 0.454024 0.00 0.02 0.03
H -0.365205 3.258272 -0.020721 -0.02 -0.02 0.11
C 6.386294 3.285890 -3.195241 -0.06 -0.04 0.06
C -0.615751 3.723848 -0.970750 -0.08 0.13 0.19
C 4.415714 1.942086 -3.507949 0.04 0.01 -0.08
C 4.579231 1.448579 3.263554 0.00 -0.05 -0.09
C -4.205116 -1.090060 2.210901 -0.04 -0.06 0.09
N -2.084091 0.673044 0.387980 -0.22 0.25 0.14
H 5.873635 -0.138420 2.613861 -0.02 0.01 -0.01
H -5.352261 -2.047950 -0.377715 0.00 0.06 -0.02
Cl 0.301473 -1.989451 -1.622718 0.04 -0.31 0.01
C 3.275058 1.077484 0.784488 0.07 0.13 0.03
C 3.479079 2.222960 2.928512 -0.04 -0.04 -0.13
C -3.348621 -1.646758 1.269421 0.05 0.01 0.09
C 4.380938 0.298501 1.146631 0.08 -0.09 0.11
C 5.044323 2.611121 -1.299958 -0.01 -0.01 0.04
C -0.320828 2.815546 -2.167725 -0.15 -0.37 -0.30
Cl -2.372298 4.131850 -0.873637 0.20 -0.05 -0.03
H -7.516482 0.817467 -2.717531 0.03 -0.01 0.01
C -5.399227 -1.092572 -0.887570 -0.02 0.02 -0.04
H 2.305257 0.919096 -2.521427 -0.06 0.06 -0.01
H 5.078842 1.585302 4.214598 0.00 -0.01 -0.02
H 3.117287 2.976428 3.618086 -0.02 0.01 -0.01
H -5.550460 2.329717 -2.686348 0.00 -0.04 0.02
C 0.267851 -4.478073 -0.523793 -0.02 0.14 -0.13
H 4.875804 2.633847 -0.230111 0.00 0.00 -0.11
H -2.707699 1.246355 0.947867 -0.04 0.03 0.01
C 6.140548 3.284143 -1.825589 -0.06 -0.04 -0.06
N 0.200899 -1.197908 1.211400 -0.06 -2.15 0.52
H 0.299489 -4.819937 -1.553002 -0.01 0.05 0.05
H -4.582119 -0.080192 2.083820 0.02 -0.05 0.00
C 0.191953 -3.522547 2.075967 0.10 0.09 -0.21
C -4.312274 -0.225877 -0.865005 -0.03 -0.01 -0.04
H 6.807551 3.815777 -1.155780 -0.02 -0.02 -0.02
C 0.192214 -4.878107 1.830368 -0.03 0.03 -0.05
```
Forces are in eV/Å.

Output
net charge	-1
gap between HOMO and LUMO	6.08	eV
E_LUMO	2.241	eV
ΔE to the lowest compared entry with this formula, charge and spin	13.4	kcal per mole

---

C12H23ClINNdO3P | ωB97M-V with the def2-TZVPD basis set

The geometry in XYZ format:
```
43
Properties=species:S:1:pos:R:3:forces:R:3
C -1.701105 0.288976 6.829732 0.07 0.08 0.33
H 0.040553 -1.740030 -4.666047 -0.08 0.30 -0.03
H -0.374798 2.149846 -2.050360 0.01 -0.22 -0.31
H -3.146704 -0.435659 3.972196 0.34 0.31 0.41
H 1.612698 -0.379762 5.939794 -0.35 0.05 -0.15
H 0.001686 -2.331796 -1.295141 0.02 0.15 0.02
H 1.200862 1.460708 -5.337921 0.27 0.02 0.19
H -1.740312 1.279178 6.354482 -0.10 -0.14 0.09
Cl -2.944274 0.553963 -0.030413 0.08 -0.01 0.07
C 0.564605 -0.133786 5.708062 0.47 0.05 0.44
H 0.770954 -1.420853 3.952192 -0.17 0.06 0.10
O 2.295286 -1.294249 -2.548050 -2.01 0.57 0.30
C 1.831198 -0.463577 1.764974 2.36 -2.55 1.66
C 1.578107 1.262443 -4.323823 0.29 0.09 -0.58
C -0.244799 -0.148172 6.999497 0.08 0.30 0.26
O -1.092541 -0.194668 2.815771 -0.09 -0.82 1.08
H -1.228397 2.094024 -3.602873 0.04 -0.25 0.15
H -0.742081 -0.351786 -5.479348 -0.08 -0.18 0.16
C -1.172016 -0.645106 4.031799 -1.17 0.32 -0.25
P 0.335786 0.320448 -3.475502 0.69 0.51 0.18
H -0.212811 -1.157769 7.436288 0.03 0.23 -0.05
Nd -0.681888 0.768749 1.021873 1.46 0.86 -1.63
H -0.698484 -0.721614 -1.123101 0.46 -0.23 -0.22
H 0.799381 -1.231242 -0.168424 -0.16 -0.15 -0.61
H -1.695190 0.957081 -2.308515 0.14 0.14 -0.23
H -1.503382 -1.093255 -4.036026 0.29 0.10 -0.18
N -2.351532 -0.572668 4.602486 0.42 -0.32 -0.46
C -0.545640 -0.824124 -4.508898 -0.38 -0.39 -0.50
I 2.092134 1.524359 -0.706439 -0.65 0.54 0.85
H -2.149017 0.399143 7.824648 0.07 -0.02 -0.19
O 2.652160 -1.175911 2.147371 -2.44 2.50 -1.42
H 0.239901 0.528779 7.715253 -0.13 -0.21 -0.11
H 0.567446 0.877267 5.268671 0.01 -0.25 0.05
C -0.847763 1.475511 -2.774126 -0.41 0.12 0.06
H 2.522612 0.698832 -4.369699 -0.34 0.12 -0.05
C 0.029240 -1.163749 4.710809 0.05 -0.37 0.02
H -0.258222 -2.091771 5.230877 0.20 0.25 -0.05
C 0.266495 -1.277281 -1.139379 0.28 -0.55 0.17
H 1.751646 2.213018 -3.803266 -0.09 -0.31 -0.10
C 1.203335 -0.830439 -2.289057 0.59 -0.55 0.52
H -2.352772 -1.724739 6.366853 -0.22 0.21 -0.06
H -3.623742 -0.476715 6.231272 0.09 -0.16 -0.10
C -2.569618 -0.692404 6.054307 0.00 -0.21 0.17
```
Forces are in eV/Å.

Output
net charge	+2
gap between HOMO and LUMO (alpha / beta)	7.65 / 7.83	eV
2S+1	4
E_LUMO (alpha / beta)	-7.051 / -6.882	eV

---

C10H21HgN2 | ωB97M-V with the def2-TZVPD basis set

The geometry in XYZ format:
```
34
Properties=species:S:1:pos:R:3:forces:R:3
C -0.990235 0.680962 2.982484 -0.20 1.03 1.47
H -2.618612 -1.029353 -0.987152 -0.01 0.26 -0.13
H -3.174834 -2.859094 4.956944 -0.02 -0.11 0.04
C -3.462545 -0.973076 3.103190 -0.02 -0.13 0.03
H 1.994516 -1.064227 1.601614 0.53 -0.13 0.28
C -1.271317 1.625019 4.001216 0.15 0.30 -0.39
H 0.682885 1.177677 -1.021038 0.10 1.90 -0.99
Hg 0.075129 0.003258 0.043681 -0.14 -0.82 -0.21
H -1.476617 1.285541 5.028523 0.12 0.32 -0.18
C -0.730064 1.137797 1.710772 -0.31 -1.73 -1.75
H -3.512943 0.087122 2.865941 0.08 -0.08 -0.10
C 2.031614 -0.167525 0.991321 0.96 -0.45 0.77
H -2.404570 -0.598573 4.816841 -0.03 -0.36 -0.48
C -0.725076 2.484656 1.406320 -0.07 1.85 0.86
H -1.486823 3.737534 4.488964 0.12 -0.42 -0.36
C -0.964847 -0.776834 3.356276 0.02 -0.22 0.03
H -2.103810 -3.268232 3.581873 0.02 0.07 0.06
H -1.397292 -2.729547 5.135041 -0.01 -0.08 -0.03
C -0.989481 3.432819 2.399919 0.12 0.03 -0.43
H -2.017479 0.160701 -2.034539 -0.09 -0.07 0.05
H -2.843281 0.616186 -0.624536 -0.16 -0.03 -0.12
N -2.278351 -0.080687 -1.088118 -0.62 -0.19 -0.18
H 2.133238 0.750148 1.565497 0.27 0.02 0.19
H -0.967105 4.510617 2.153144 -0.06 -0.64 0.26
H 2.722607 -0.227326 0.151479 0.13 -0.09 0.22
H -0.218749 -1.019925 4.124275 -0.07 0.16 -0.12
C -1.271723 3.001630 3.698548 -0.31 -0.36 0.81
H -3.337380 -1.572377 2.199224 0.06 0.19 0.06
H -4.348738 -1.291166 3.649355 -0.14 0.02 -0.06
C -2.239005 -2.627979 4.453384 0.00 0.43 -0.11
H -0.811053 -1.452023 2.509391 0.03 0.34 -0.22
H -0.450532 2.817373 0.397816 -0.22 -0.24 0.41
N -2.296317 -1.211599 3.991264 0.28 0.30 0.35
H 0.594137 -0.770196 -1.379357 -0.50 -1.07 -0.03
```
Forces are in eV/Å.

Output
net charge	-1
gap between HOMO and LUMO (alpha / beta)	2.35 / 2.37	eV
E_LUMO (alpha / beta)	2.080 / 2.042	eV
ΔE to the lowest compared entry with this formula, charge and spin	0.0	kcal per mole

---

C6H12N4 | ωB97M-V with the def2-TZVPD basis set

The geometry in XYZ format:
```
22
Properties=species:S:1:pos:R:3:forces:R:3
H 0.610428 -1.182653 1.879549 0.00 0.02 0.00
C 1.142230 -1.308314 0.940061 0.07 0.07 -0.06
C -0.591001 0.907546 1.738547 -0.90 -0.30 0.08
C -1.282962 0.379694 -0.689984 1.23 0.36 -0.48
H -0.000002 1.235283 2.581172 0.06 0.00 -0.11
H -2.639827 0.859653 -1.949920 0.00 -0.06 0.13
H -0.717001 -1.611335 -0.535281 -0.03 0.06 -0.15
H 0.697214 -2.174173 0.418733 0.03 0.05 -0.01
H -2.760382 0.139370 1.529671 -0.06 -0.05 -0.30
C -1.760909 0.508276 1.495568 1.23 0.50 0.82
H 1.271627 -0.800134 -1.825760 0.01 -0.01 0.02
H 2.172478 -1.592954 1.171235 -0.04 -0.03 0.01
H 0.838413 2.686697 0.547143 0.34 -0.13 -0.14
H 1.969481 0.803123 -1.529157 -0.02 -0.03 0.03
H 2.817515 -0.652221 -0.960170 -0.06 -0.01 0.03
N -1.949248 1.266665 -1.313434 0.08 -0.09 0.22
N -1.432523 -0.994743 -0.876723 -0.13 0.19 0.20
N 0.388412 2.154327 -0.198529 -0.70 -0.05 0.76
C 0.117605 0.924888 0.221358 -1.03 -0.45 -1.93
N 1.175956 -0.074119 0.183591 -0.07 -0.12 0.72
C 1.838265 -0.190473 -1.105494 -0.15 0.11 0.02
H -1.905771 -1.284401 -1.722175 0.13 -0.02 0.15
```
Forces are in eV/Å.

Output
gap between HOMO and LUMO (alpha / beta)	6.82 / 6.81	eV
E_LUMO (alpha / beta)	-1.016 / -1.018	eV
ΔE to the lowest compared entry with this formula, charge and spin	150.7	kcal per mole

---

| no. | energy (Eh) |
| --- | --- |
| 1 | -307.6803 |
| 2 | -1774.4627 |
| 3 | -3388.9800 |
| 4 | -2411.7638 |
| 5 | -656.2378 |
| 6 | -454.5889 |